1.
{"formula": "C5H9NO", "method": "ωB97M-V/def2-TZVPD", "orbital_gap_ev": 9.787, "e_homo_ev": -8.9, "e_above_lowest_kcal_mol": 123.2, "symbols": ["H", "C", "C", "H", "H", "H", "H", "H", "H", "C", "C", "H", "N", "C", "O", "H"], "xyz": [[0.037, -1.619, -1.710], [0.134, 0.574, -1.274], [-0.190, -0.862, -0.962], [-0.555, 1.008, -2.009], [-1.016, 1.557, 0.329], [0.914, 1.222, 0.942], [-0.307, 0.195, 2.163], [0.298, -2.166, 0.778], [1.394, -0.158, 1.724], [0.374, -0.007, 1.333], [0.024, 1.402, 0.001], [-1.778, -1.959, -0.268], [-1.369, -1.042, -0.115], [-0.035, -1.173, 0.480], [0.919, 2.353, 0.239], [1.157, 0.673, -1.651]], "forces_ev_per_angstrom": [[-0.05, 0.12, 0.13], [0.05, 0.05, 0.05], [0.16, 0.03, -0.18], [0.07, -0.06, 0.09], [0.18, 0.02, -0.05], [0.15, -0.10, 0.18], [0.09, -0.02, -0.12], [-0.07, 0.16, -0.06], [-0.09, 0.08, -0.06], [-0.06, -0.11, 0.06], [-0.39, -0.20, -0.22], [0.05, 0.12, 0.02], [-0.19, -0.13, -0.01], [0.18, -0.06, 0.13], [0.06, 0.12, -0.01], [-0.13, -0.03, 0.04]], "lowdin_charge": [0.14, -0.09, -0.27, 0.13, 0.14, 0.13, 0.11, 0.14, 0.12, -0.04, -0.36, 0.10, 0.07, -0.30, -0.13, 0.13]}

2.
{"formula": "C22H77N3O18", "method": "ωB97M-V/def2-TZVPD", "orbital_gap_ev": 8.557, "e_homo_ev": -8.9, "symbols": ["H", "H", "H", "H", "C", "H", "H", "C", "O", "H", "N", "H", "O", "H", "H", "H", "H", "O", "H", "O", "O", "H", "O", "O", "H", "H", "H", "H", "H", "H", "H", "H", "H", "C", "H", "O", "C", "C", "H", "N", "H", "H", "H", "H", "C", "H", "C", "O", "C", "H", "H", "C", "O", "H", "H", "H", "H", "O", "C", "H", "H", "H", "H", "H", "C", "H", "O", "H", "C", "H", "C", "C", "H", "H", "H", "N", "O", "O", "C", "H", "H", "O", "H", "H", "O", "H", "H", "H", "H", "H", "H", "O", "H", "C", "H", "H", "C", "H", "H", "C", "C", "C", "H", "H", "H", "H", "H", "H", "H", "C", "H", "H", "H", "H", "H", "H", "H", "O", "C", "H"], "xyz": [[-4.851, -1.630, 0.366], [-1.877, -3.632, -3.023], [1.538, 2.505, 1.532], [-0.373, 5.853, 0.173], [2.208, 3.147, 2.104], [-3.281, -1.668, -3.877], [-1.160, -1.574, 3.742], [4.401, 4.948, 5.444], [-3.819, -3.756, -3.653], [5.449, 6.939, 6.936], [-0.659, -0.406, 1.225], [-0.252, -0.608, 3.011], [7.391, -0.930, -2.043], [0.504, -7.946, 2.040], [3.688, 4.083, -0.727], [-4.943, 4.680, -0.694], [-4.278, -3.028, 0.450], [1.054, 5.173, -2.792], [-3.235, 4.604, 3.513], [-1.045, 1.760, -0.388], [-0.280, -1.198, 3.765], [-3.960, -5.648, -2.281], [1.613, -1.731, -0.137], [-1.217, -7.768, 0.899], [-0.520, 1.227, -5.536], [3.986, 7.364, 7.671], [-5.470, 2.513, 0.343], [3.183, -3.524, -0.618], [-4.470, -2.337, -4.989], [-4.530, 2.292, 2.862], [-1.170, -8.276, 2.828], [-0.340, -9.387, 1.769], [0.466, -2.815, 1.363], [1.620, -1.205, -1.433], [-2.733, -6.022, -3.278], [-4.030, -2.117, 0.295], [-2.050, -5.551, -0.003], [1.028, -4.974, -4.182], [-2.083, -4.474, 0.162], [-1.878, -5.894, -1.395], [-0.954, -1.142, -0.690], [0.980, 3.822, -3.774], [-1.155, 0.202, -4.281], [0.236, -4.260, -4.406], [3.420, 3.392, 0.073], [0.979, 5.289, 0.555], [-4.095, -2.387, -3.967], [0.897, 3.054, -4.339], [-1.893, 0.369, 1.389], [4.693, 5.748, 7.935], [-3.782, 4.212, 0.157], [3.634, 4.665, 4.107], [-1.440, -0.420, -6.273], [1.492, -1.995, -2.173], [0.237, -3.268, -0.371], [5.466, 5.099, 5.263], [2.859, 2.318, 2.382], [0.566, 6.012, 0.083], [4.477, 6.517, 7.193], [-1.607, -2.038, 0.796], [0.363, -0.048, -5.208], [-2.375, -0.213, -6.206], [-2.814, -0.082, 1.760], [-2.085, 3.169, 3.117], [-2.903, -5.407, -2.393], [-3.043, -5.911, 0.268], [-4.034, 2.650, 3.602], [0.711, 3.216, 3.744], [-0.700, 0.185, -5.272], [3.576, 5.557, 3.482], [-1.055, -6.414, 0.945], [-2.857, -3.957, -2.673], [0.804, -0.534, -1.704], [1.868, 4.456, 5.100], [-1.849, -6.903, -1.352], [2.408, 3.931, 4.427], [1.302, -4.809, -2.826], [3.857, 6.138, 6.001], [-1.126, 2.730, -1.465], [5.414, -1.741, -1.573], [5.748, -1.331, -3.305], [-4.532, 3.890, -0.344], [5.311, -0.211, -2.165], [4.315, 2.912, 0.469], [3.371, -4.357, -1.050], [-5.628, 1.017, 0.521], [0.865, 5.406, -1.883], [1.908, -5.022, -4.823], [-3.248, 3.897, 2.114], [-2.928, 1.961, 0.374], [4.285, 4.181, 6.210], [-5.499, 1.828, 1.012], [-1.085, -5.945, 1.929], [-0.782, -1.507, 0.323], [0.557, -5.181, -2.348], [0.640, -5.969, -4.403], [5.951, -1.088, -2.261], [2.621, -4.503, -1.627], [4.211, 3.920, 3.558], [1.471, 3.886, 3.341], [0.404, -2.455, 0.336], [-0.514, -8.327, 1.959], [0.425, 3.372, -5.108], [2.976, 2.442, -0.224], [-0.225, 3.310, -1.267], [-3.124, -3.438, -1.753], [2.632, -0.874, -1.668], [-1.186, 2.259, -2.446], [-1.895, 3.499, -1.530], [-3.091, 3.587, 3.147], [0.075, 0.237, 0.963], [-0.045, -6.145, 0.638], [-4.855, -1.954, -3.316], [7.501, -0.232, -1.393], [-1.662, 1.134, 2.129], [1.012, 4.866, 3.213], [-2.584, 0.470, -0.660], [2.739, 4.054, 1.169], [-2.239, 1.158, 0.112], [2.004, 5.060, -2.819]], "forces_ev_per_angstrom": [[-0.24, 0.10, 0.03], [0.27, 0.14, 0.09], [-1.17, 0.23, -0.06], [-0.30, 0.06, 0.07], [-2.21, 0.01, -0.02], [0.72, -0.49, -0.06], [-0.18, -0.02, 0.01], [-0.66, 0.79, -0.75], [-0.63, 1.34, -1.03], [0.52, -0.03, 0.00], [-0.27, 0.68, 0.85], [-0.06, -0.05, -0.83], [-1.89, -0.05, -0.19], [-0.14, 0.61, 0.45], [-0.40, -0.08, 0.21], [-0.20, 0.24, -0.18], [-0.09, -0.33, 0.07], [0.13, 0.19, -0.32], [0.45, -0.30, 1.42], [-0.34, 0.82, -0.13], [0.31, -0.45, 1.38], [-0.31, -0.14, 1.28], [-0.41, -0.63, 1.94], [-0.81, -0.33, -0.90], [-0.57, 0.58, 0.11], [-0.61, -0.31, -0.13], [0.26, 0.57, -0.23], [-0.11, 0.31, 0.24], [0.05, -0.17, 0.04], [-0.13, -0.04, -0.33], [0.63, 0.31, 0.57], [-0.35, -0.14, -0.24], [1.04, 0.07, -0.12], [-0.36, -1.38, -1.07], [0.59, 0.39, -0.39], [0.20, 0.16, -0.07], [-0.50, -1.85, 1.15], [-0.88, -0.87, -0.72], [0.75, -0.01, 0.25], [-0.04, 0.57, -0.93], [-0.57, -0.39, -0.26], [-0.34, 0.34, 0.42], [-0.02, -0.41, 0.10], [0.37, 0.20, -0.99], [0.47, -0.72, 1.66], [0.61, -0.42, 0.38], [-0.39, -0.10, 0.04], [0.09, -0.91, -0.54], [0.83, 1.90, -0.75], [-0.51, -0.48, -0.09], [0.24, -0.04, 0.23], [1.06, -1.36, 1.75], [-0.04, -1.35, -0.69], [-0.14, -0.62, -0.14], [-0.12, -0.26, 0.05], [0.24, -0.02, -0.17], [1.00, 0.68, 0.95], [-0.12, 0.17, -0.55], [1.20, 1.07, -0.07], [-0.42, -0.43, -0.98], [-0.26, -1.44, -0.13], [0.16, 0.17, 0.21], [0.40, -0.90, -0.12], [0.19, 0.38, 0.73], [0.95, -2.30, 0.34], [-0.53, 0.08, 0.53], [0.14, 0.30, 0.40], [-0.41, -0.13, -0.61], [0.69, 2.39, 0.42], [-0.35, 0.27, 0.16], [0.03, 4.06, -1.62], [0.42, 0.37, 0.35], [0.27, 0.77, 0.51], [0.46, 0.13, 0.86], [-0.07, -0.21, -0.78], [0.09, 1.25, 0.55], [0.62, -0.16, 0.82], [-0.80, -0.16, 0.10], [0.68, -0.39, 0.67], [0.73, -0.80, -0.05], [0.48, -0.66, 0.13], [-0.08, 0.15, -0.37], [0.73, 1.00, 0.24], [0.80, 0.67, 0.21], [0.55, -0.07, 0.39], [-0.05, -0.22, 0.03], [-0.19, 0.30, 0.75], [0.20, 1.13, 0.30], [-0.31, -0.68, -0.80], [-0.50, -0.32, -0.25], [-0.06, -0.58, -0.38], [-0.20, -0.59, 0.59], [-0.63, -0.40, 0.54], [-0.01, -0.53, 0.29], [-0.29, -0.11, 0.32], [-0.49, -0.27, 0.32], [-0.11, 0.50, -0.20], [-0.29, -0.12, -0.51], [0.40, 0.25, -0.20], [1.25, -2.30, -1.14], [0.36, 1.72, -1.39], [0.10, -1.65, 0.24], [-0.05, 0.04, -0.21], [-1.26, 0.44, -0.66], [0.26, -0.23, -0.84], [0.13, 0.47, 0.14], [-0.20, 0.69, 0.41], [0.59, -0.21, 0.01], [-0.87, -0.29, 1.03], [-0.38, 0.30, -1.53], [0.05, 0.08, -0.26], [0.43, -0.07, -0.40], [-0.34, -0.31, 0.25], [0.05, -0.01, 0.08], [0.06, 0.05, 0.23], [0.07, 0.12, -1.14], [-0.68, 0.08, -0.09], [0.61, 0.27, -1.11], [0.56, 0.12, -0.21], [0.40, 0.20, 0.04]], "lowdin_charge": [0.04, 0.12, 0.09, 0.04, -0.21, 0.07, 0.02, -0.19, -0.17, 0.08, -0.08, -0.03, -0.12, 0.10, 0.09, 0.07, 0.04, -0.04, 0.08, -0.21, -0.07, 0.12, -0.20, -0.16, 0.05, 0.09, -0.01, 0.00, 0.09, 0.03, 0.10, 0.09, 0.13, -0.12, 0.12, -0.04, -0.18, -0.15, 0.09, -0.05, 0.11, -0.05, 0.07, 0.08, -0.07, 0.01, -0.08, -0.07, -0.17, 0.09, 0.03, -0.18, -0.10, 0.08, 0.11, 0.11, 0.12, -0.03, -0.14, 0.11, 0.09, 0.08, 0.12, 0.07, -0.19, 0.11, -0.09, 0.11, -0.19, 0.12, -0.25, -0.27, 0.08, 0.11, 0.10, -0.09, -0.14, -0.20, -0.07, 0.07, 0.08, -0.04, 0.06, 0.08, -0.06, 0.04, 0.01, 0.09, 0.04, 0.09, 0.12, -0.05, 0.12, -0.22, 0.06, 0.08, -0.15, -0.03, 0.11, -0.17, -0.12, -0.12, 0.03, 0.08, 0.07, 0.10, 0.09, 0.08, 0.07, -0.17, 0.11, 0.11, 0.08, 0.06, 0.10, 0.11, 0.12, -0.22, -0.20, 0.06]}

3.
{"formula": "C4H12NO", "method": "ωB97M-V/def2-TZVPD", "charge": 1, "orbital_gap_ev": 11.241, "e_homo_ev": -14.6, "e_above_lowest_kcal_mol": 29.1, "symbols": ["H", "C", "H", "H", "O", "H", "H", "H", "N", "H", "C", "H", "H", "H", "C", "H", "H", "C"], "xyz": [[-1.347, -0.828, 1.301], [0.558, -0.042, -0.975], [0.914, 2.006, -0.936], [-0.368, 1.720, -0.065], [-0.508, 1.476, 2.249], [2.148, 0.594, -2.208], [-1.408, -2.434, 0.565], [1.741, -1.221, -2.210], [0.525, 1.309, -0.361], [0.129, -1.756, 1.096], [-0.831, -1.516, 0.632], [1.079, 1.327, 0.502], [-1.567, -0.545, -1.136], [-0.593, 0.704, 2.824], [-0.611, -0.932, -0.777], [-0.442, -1.797, -1.416], [-0.920, 2.149, 2.814], [1.498, -0.216, -1.898]], "forces_ev_per_angstrom": [[-0.11, -0.01, -0.10], [-0.47, 0.52, -1.63], [0.98, 0.97, -1.38], [-0.32, -0.78, 0.02], [-0.31, 0.14, 0.56], [0.22, -0.15, 0.12], [-0.09, 0.03, 0.03], [-0.34, 0.09, -0.58], [-0.58, 0.01, 1.61], [-0.02, -0.13, -0.04], [0.36, 0.39, 0.17], [-0.15, -0.15, 0.11], [0.23, 0.62, -0.12], [0.18, -0.22, -0.22], [-0.28, -1.53, 0.99], [0.20, 0.09, -0.22], [0.18, 0.17, -0.36], [0.32, -0.03, 1.02]], "lowdin_charge": [0.05, -0.29, 0.14, 0.16, -0.05, 0.09, 0.08, 0.10, 0.23, 0.08, -0.08, 0.16, 0.13, 0.06, -0.19, 0.12, 0.07, 0.13]}